[1]
This record from the OMol25 dataset describes a 10-piece molecular cluster, C33H55N10O9 overall in a non-equilibrium geometry. The level of theory is ωB97M-V/def2-TZVPD.

Results
E_tot: -68403.75016 eV
gap between HOMO and LUMO: 3.89 eV
net charge: +1

Cartesian coordinates (Å):
O  3.363  4.303  -1.510
N  -4.268  -1.015  4.638
C  -0.629  -1.048  -1.442
C  -3.691  0.371  2.941
H  -1.302  3.414  5.351
H  -2.458  6.573  -0.290
H  2.070  1.689  0.249
H  1.581  1.128  -1.291
H  -0.726  0.555  2.331
H  1.171  3.890  5.617
N  2.284  -2.015  -4.628
H  -4.389  -1.979  5.066
H  -6.700  -1.169  -1.069
H  -0.961  5.743  -0.504
C  2.503  -1.848  -0.840
H  -4.071  0.288  6.380
C  -0.905  4.294  3.085
H  2.378  -0.094  5.416
C  2.506  -2.157  -6.121
H  1.619  -2.722  4.568
H  0.559  4.751  1.397
C  1.364  -2.038  0.134
H  -4.353  -2.534  -4.600
O  -2.533  3.983  0.041
H  -0.599  -2.215  0.293
C  -3.973  0.109  5.265
H  2.513  -0.839  -1.312
H  0.511  2.287  -0.730
C  5.671  -4.793  0.232
H  1.567  -4.150  0.728
H  0.464  1.566  2.358
C  -1.002  0.025  -0.569
O  2.381  -1.042  -4.024
H  0.345  -0.680  -1.978
H  0.801  -3.302  1.990
C  -5.977  -1.921  -0.794
C  -3.652  1.054  4.225
N  -3.018  -0.078  -6.164
N  1.187  -0.743  0.770
H  -1.871  -0.135  4.563
C  -0.338  1.133  1.681
H  2.333  -2.744  -1.563
H  2.684  4.513  -4.703
H  1.697  -2.016  -6.834
H  -6.105  -2.105  0.281
H  8.631  -3.141  0.626
H  0.147  -3.087  -1.089
H  3.548  -1.921  -0.298
H  -3.549  0.678  1.880
O  1.457  4.157  -2.502
N  -5.002  -0.996  -0.893
H  -1.245  -2.563  4.324
C  -0.655  3.900  4.484
H  4.832  -4.839  -0.238
C  -2.821  -1.060  -5.198
C  6.547  -5.659  1.124
C  0.325  4.506  2.444
H  2.698  -3.153  1.825
N  -2.456  4.621  -1.004
C  -0.415  -1.736  4.392
H  2.349  4.210  3.039
C  1.629  -3.170  1.140
N  7.884  -3.792  0.714
C  1.128  1.395  -0.363
C  3.212  4.700  -3.804
H  -1.423  -1.357  -2.161
H  -1.007  2.030  1.641
H  -2.029  4.369  2.774
C  0.788  4.011  4.713
O  -2.766  4.064  -2.106
O  -3.981  -1.218  -1.576
N  1.367  4.254  3.434
C  1.023  -1.795  4.728
O  -5.042  -0.071  -0.144
H  -4.352  -1.880  2.567
H  -5.883  -2.744  -1.396
H  3.454  5.891  -3.943
C  0.121  0.427  5.136
C  -4.848  -1.376  -6.707
H  -2.023  -1.038  -4.487
H  -3.493  2.182  4.526
C  7.820  -5.017  1.350
O  2.167  -0.359  1.662
C  0.264  0.438  0.426
H  -2.249  0.583  -6.065
C  -4.198  -1.809  -5.338
H  2.597  -3.186  -6.472
C  -4.162  -1.002  3.243
H  -1.479  0.818  -0.876
O  1.860  -3.067  -4.078
C  6.667  -3.495  0.062
H  6.320  -6.524  1.573
C  -0.007  -2.221  -0.582
H  6.433  -2.497  -0.094
H  -1.690  6.241  -2.118
H  3.324  -1.647  -6.393
H  8.536  -5.308  1.961
N  -0.887  -0.404  4.686
H  -6.073  -1.600  -7.167
H  4.024  3.976  -3.920
H  -1.606  -0.518  0.064
N  2.714  4.245  -2.570
C  -1.772  5.986  -1.002
C  -4.025  -0.184  -7.073
H  -4.114  0.410  -7.966
H  -0.034  1.418  5.403
C  1.362  -0.327  5.055

Atoms 1-3, force components in eV/Å:
O 0.203 -0.826 -2.516
N -0.769 -5.212 -1.056
C 4.761 -1.199 -3.004

=====

[2]
This record from the OMol25 dataset describes C15H36F3N2O6 as an isolated structure in a non-equilibrium geometry. The level of theory is ωB97M-V/def2-TZVPD.

Results
E_tot: -39526.58525 eV
gap between HOMO and LUMO: 4.20 eV
net charge: -1

Cartesian coordinates (Å):
C  0.421  -0.633  -2.808
H  -0.548  3.587  -1.569
H  -2.572  -0.086  -1.795
H  -2.284  -2.486  1.137
H  2.803  -1.051  -0.417
H  -1.343  1.222  3.001
O  -1.189  -1.782  -0.524
H  2.302  1.886  -1.095
H  3.474  0.294  0.277
H  -0.866  0.338  0.262
H  0.534  0.905  3.310
C  2.699  -1.149  2.678
C  2.366  0.851  -1.430
C  0.218  -0.789  -4.355
F  1.063  -1.716  -4.856
C  1.458  -1.004  1.740
H  1.315  -1.939  1.199
H  -1.087  1.630  -3.404
H  0.739  -0.024  0.093
H  -0.640  1.282  2.064
H  3.252  0.922  -2.061
H  -1.763  2.507  -0.922
C  -0.352  1.631  -2.600
F  -1.052  -1.243  -4.587
O  -0.409  0.311  -2.143
H  0.600  2.053  -2.921
H  -2.907  1.343  3.974
C  1.418  1.418  1.388
N  1.424  0.079  0.792
H  0.015  2.214  -0.614
C  -2.505  0.411  0.767
C  -2.423  1.369  2.998
H  -4.098  -1.014  -1.768
H  0.538  -0.959  2.323
O  -3.271  -0.510  0.162
H  -2.688  -1.727  -1.233
C  2.550  -0.010  -0.215
H  -1.292  -3.691  0.369
C  -0.748  2.545  -1.318
H  3.539  -1.398  2.030
C  -1.338  -2.630  0.615
H  -2.559  2.417  2.732
H  -0.350  -1.153  -0.074
H  0.780  -2.681  1.059
H  -0.225  -2.947  2.476
H  1.197  2.155  0.615
H  2.706  -1.857  3.507
O  0.327  -1.775  -1.992
H  2.364  1.736  1.826
O  -1.597  1.066  0.318
H  2.860  -0.153  3.092
O  -2.907  0.448  2.073
H  0.267  2.607  2.667
C  -0.149  -2.384  1.546
F  0.383  0.317  -5.164
C  -3.196  -0.763  -1.211
C  0.347  1.543  2.446
H  -0.016  -1.314  1.704
H  -0.264  -0.317  -1.277
H  1.407  0.571  -1.865
H  1.456  -0.296  -2.743
N  -0.187  -0.177  -0.280

Atoms 1-3, force components in eV/Å:
C 1.781 -4.687 -0.113
H 0.199 0.208 -0.264
H -0.153 0.080 0.425

=====

[3]
This record from the OMol25 dataset describes a 2-piece molecular cluster, CH7N2O overall in a non-equilibrium geometry. The level of theory is ωB97M-V/def2-TZVPD.

Results
E_tot: -6177.40275 eV
gap between HOMO and LUMO: 7.03 eV
net charge: -1

Cartesian coordinates (Å):
H  1.717  1.594  0.807
N  -1.610  -1.556  0.146
N  0.981  0.193  -0.643
H  1.213  0.854  -1.384
H  -1.967  -2.252  -0.509
C  0.676  1.124  0.531
O  -0.470  1.797  0.487
H  1.889  -0.254  -0.420
H  -2.324  -0.713  -0.040
H  0.683  0.396  1.432
H  -0.787  -1.184  -0.408

Atoms 1-3, force components in eV/Å:
H -1.052 0.783 -0.808
N -1.193 2.614 -1.922
N 0.408 0.425 -0.107